The following is a quantum chemistry calculation of 2 unconnected molecules or ions with the total composition C6H9IN2O4, from the OMol25 dataset.

Properties
expectation value of S² = 2.04
calculated total energy = -941.87160 Ha
frontier orbital gap (alpha / beta) = 0.2327 / 0.2340 Ha
HOMO (alpha / beta) = -6.029 / -8.863 eV
spin multiplicity = 3

Last column: Löwdin charge in e.
Element x y z (Å)
C -1.70490 1.06671 -0.27267  -0.12
C -0.52609 0.17866 -0.38894  -0.29
C 0.61225 0.72222 -0.83804  0.12
C -2.88125 0.86991 0.30028  -0.68
C -3.89332 1.88748 0.45493  -0.20
C 2.31176 -2.99734 0.30612  -0.40
N 3.04660 -2.13266 0.95829  0.12
N 1.86893 0.62686 -0.91401  -0.36
O 2.39453 0.83550 -2.15745  0.11
O 2.72620 0.44700 -0.08940  -0.03
O -0.81102 -1.14374 -0.24580  -0.06
O 1.34337 -2.79261 -0.45203  -0.04
I -3.77860 -1.12000 0.45404  0.85
H -1.54683 2.17915 -0.41793  0.14
H -4.09059 2.16127 -0.54138  0.07
H -3.47650 2.85820 0.92031  0.12
H -4.73440 1.63108 1.08503  0.05
H 2.72009 -4.08674 0.46452  0.15
H 2.90043 -1.05187 0.72040  0.12
H 3.63665 -2.37595 1.75317  0.11
H 0.06577 -1.76522 -0.30793  0.12
H 3.30177 0.87972 -2.13432  0.07